{"formula": "C8H11F9O4S2", "method": "ωB97M-V/def2-TZVPD", "smiles": "O=S1(=O)OC[C@@H](CCCCC(F)(F)C(F)(F)S(F)(F)(F)(F)F)O1", "e_tot_ev": -62790.325, "largest_force_ev_per_a": 0.31, "total_charge": 0, "homo_ha": -0.4153, "gap_ev": 11.73, "symbols": ["F", "O", "C", "C", "H", "C", "C", "S", "F", "O", "F", "S", "F", "H", "H", "H", "H", "F", "F", "C", "H", "H", "H", "F", "H", "O", "H", "C", "O", "F", "F", "H", "C", "C"], "positions_angstrom": [[-5.56983, -1.21338, -0.78169], [4.06253, -1.61471, 0.77966], [-2.33294, -0.41435, 0.20608], [1.76483, 0.53559, -1.15886], [2.57032, 0.69752, -1.87790], [-0.09869, 2.05719, -0.22414], [-0.62377, 1.28775, 0.99496], [-4.11342, -0.87201, -0.30823], [-4.20211, -2.03184, 0.75688], [2.40887, -3.42505, 0.79630], [-2.78416, 1.95100, 0.33894], [3.30732, -2.74302, -0.06465], [-1.85842, -1.38068, 1.00704], [-0.07573, 0.35593, 1.13655], [-0.63642, 1.74969, -1.12167], [-0.49013, 1.86979, 1.90806], [0.90723, 0.17279, -1.72660], [-3.55362, -1.90188, -1.36911], [-1.60105, -0.41335, -0.92988], [3.53849, -0.31241, 0.50051], [1.42943, -0.82852, 0.50260], [-0.30702, 3.11794, -0.08954], [1.91629, 1.91656, 0.52012], [-4.71873, 0.13372, 0.75552], [1.77630, 2.68273, -1.04982], [2.50588, -1.73966, -0.99253], [4.23342, 0.21189, -0.15931], [-2.09869, 0.95219, 0.93683], [4.24055, -3.44637, -0.85798], [-4.05927, 0.28393, -1.39671], [-2.58783, 0.82261, 2.19125], [3.43693, 0.23277, 1.43551], [1.40440, 1.85635, -0.44580], [2.20907, -0.55071, -0.21242]], "mulliken_charge": [-0.28, -0.35, 0.45, -0.62, 0.43, -0.46, -0.48, 1.43, -0.30, -0.56, -0.31, 1.22, -0.29, -0.11, 0.33, 0.45, 0.32, -0.31, -0.30, -0.35, 0.00, 0.39, 0.42, -0.30, 0.34, -0.41, 0.32, 0.86, -0.56, -0.29, -0.33, 0.31, -0.90, 0.24]}


{"formula": "C4H3ClO2", "method": "ωB97M-V/def2-TZVPD", "e_tot_ev": -20809.616, "largest_force_ev_per_a": 4.37, "total_charge": 0, "homo_ha": -0.3291, "gap_ev": 7.49, "symbols": ["C", "C", "H", "O", "C", "O", "Cl", "C", "H", "H"], "positions_angstrom": [[-1.30739, -0.46614, 1.31427], [-1.78944, -0.28431, -0.12674], [2.57386, -1.12963, -3.61832], [-0.92642, 0.44475, -0.69648], [-0.03018, 0.33123, 1.36701], [-1.75472, -1.15295, 2.16985], [1.76397, -0.82490, -2.64934], [0.08049, 0.95180, 0.20478], [0.67248, 0.51818, 2.22485], [0.71734, 1.61199, -0.18990]], "mulliken_charge": [0.80, -0.51, 0.24, -0.02, -0.36, -0.43, -0.24, -0.36, 0.32, 0.56]}


{"formula": "C30H62F3N2O9P2S2", "method": "ωB97M-V/def2-TZVPD", "e_tot_ev": -101910.418, "largest_force_ev_per_a": 9.64, "total_charge": 0, "multiplicity": 2, "homo_ha": [-0.3248, -0.3249], "gap_ev": [7.12, 7.12], "symbols": ["S", "C", "N", "C", "O", "H", "H", "H", "H", "F", "C", "H", "H", "H", "H", "C", "H", "C", "H", "C", "F", "C", "C", "C", "C", "O", "H", "H", "H", "C", "H", "H", "H", "H", "H", "O", "H", "O", "H", "H", "H", "C", "H", "H", "C", "H", "H", "H", "C", "H", "H", "H", "H", "H", "H", "H", "H", "N", "H", "O", "H", "H", "P", "C", "C", "O", "O", "C", "H", "C", "S", "H", "H", "H", "C", "H", "O", "P", "H", "C", "C", "C", "C", "C", "H", "H", "H", "C", "H", "H", "C", "C", "H", "H", "H", "H", "H", "H", "H", "O", "C", "C", "H", "H", "H", "H", "F", "H", "H", "C"], "positions_angstrom": [[-1.79013, -0.94190, 0.46948], [9.96877, 0.15202, -4.70235], [-0.02708, 0.05357, -1.55486], [1.15242, 0.27136, 4.63122], [6.63152, 0.94767, -2.16143], [-6.48178, -1.58715, -2.59774], [-1.67672, 2.32946, 0.03404], [-8.02269, -0.65777, 3.23354], [-5.80936, 1.21992, -3.38817], [-7.90412, 2.65433, -3.06152], [-5.49941, -0.95432, -2.77752], [3.69875, -5.35640, 2.29015], [-2.06104, 2.05130, -1.88309], [1.96148, 0.94509, 4.33018], [-4.34256, -1.29241, -0.84278], [3.50308, -3.41593, 6.73198], [1.61534, -5.79564, 4.48756], [-4.18411, -1.57780, -1.98983], [-5.72488, 2.91708, -1.23845], [-5.62327, 0.62787, -2.36880], [-8.23528, 0.36910, -3.67010], [8.54635, -0.24997, -5.03946], [-7.81437, -0.99953, 2.12880], [0.12003, 1.48710, -1.09545], [-5.65206, 3.55518, 1.56564], [2.07954, -1.72594, 3.62471], [-5.26835, -1.04947, -3.93596], [8.63903, 2.40798, -6.19701], [5.01447, -4.79671, 6.01953], [0.97416, -0.83359, 3.60209], [4.59399, 2.08160, -0.67528], [-3.74264, 1.63503, -0.01671], [2.65192, 0.65057, -0.11503], [-8.17794, -0.84013, -0.76142], [-8.54804, -1.81674, 1.72313], [3.10045, -3.75993, 3.37685], [7.74125, 3.58313, -7.16401], [1.02686, -2.52855, 5.59763], [1.31666, -5.76356, 2.75244], [8.24262, 0.15654, -6.00464], [0.03360, -1.37525, 3.74771], [3.31278, -5.15418, 3.29269], [0.23348, 0.85673, 4.73412], [5.72616, 2.91010, 0.41501], [-1.26656, 2.36131, -1.08206], [2.66435, 0.76204, -1.99760], [4.17953, -2.77652, 7.30814], [-4.77952, 4.03592, 0.91633], [-6.96991, 0.97104, -1.43729], [7.08933, 1.94762, -6.91212], [-9.74213, 0.87861, 2.29514], [4.10309, -5.43596, 3.98918], [2.54763, -3.44800, 7.26406], [10.05725, 1.23267, -4.55009], [0.49609, 1.43715, 0.03388], [-4.27167, -2.75012, -2.07488], [6.35316, 0.49778, -0.19175], [-6.80485, 1.30766, 1.82718], [4.35747, -5.19270, 7.62417], [7.83224, 2.97249, -2.48252], [10.64603, -0.14064, -5.50589], [-9.94506, 0.35440, 0.49474], [2.00622, -3.11014, 4.54874], [5.61221, 2.47358, -0.58207], [7.63646, 2.77344, -6.43801], [-7.48035, 2.13119, 2.66435], [3.36866, -2.82931, 5.45037], [1.14318, -0.81688, -1.13971], [-6.69745, -1.41709, 2.11463], [-1.36291, -0.55265, -1.16586], [-2.55268, -0.89691, -2.62131], [0.92743, -0.38946, 2.60198], [5.70119, 3.27361, -1.32380], [2.31344, -7.05525, 3.45207], [-8.17605, 1.27746, -2.50270], [-9.32307, 2.11906, 0.81605], [7.58893, 0.11195, -4.06557], [7.71733, 1.62145, -3.23020], [8.50479, -1.33802, -5.13627], [-7.29066, -0.18553, -0.32504], [2.59466, -0.00813, -1.10497], [6.92813, 3.24949, -5.18654], [-6.56854, 2.35375, -0.60949], [-9.25647, 1.01122, 1.21429], [-6.57028, 4.27491, 1.46353], [3.39857, -5.49713, 6.17161], [-7.48065, 3.08725, -0.57437], [-7.75691, 0.35377, 1.14641], [5.98270, 3.72089, -5.47347], [-3.91189, 1.62746, 1.86134], [2.06937, -5.99367, 3.51111], [-5.91737, 2.06003, 0.86440], [7.63209, 1.66462, -0.48546], [-4.62493, 0.14420, 0.93090], [-5.22807, 3.44991, 2.65257], [-1.01676, 3.50961, -1.27919], [1.42873, -0.11756, 5.61637], [7.52807, 4.00372, -4.66866], [3.50715, -0.74303, -1.05592], [6.60883, 2.16200, -4.33793], [6.62806, 1.36406, -0.80302], [4.10517, -4.80253, 6.63534], [-6.39001, -0.94358, -0.13498], [0.89675, 2.10863, -1.75504], [10.29188, -0.33193, -3.77688], [1.24370, -1.70337, -1.93006], [-9.53549, 1.33890, -1.92185], [-4.63459, 1.06541, -1.92267], [1.02648, -1.31416, -0.08023], [-4.46032, 1.31017, 0.84979]], "lowdin_spin": [0.00, 0.00, 0.00, 0.00, 0.00, 0.00, 0.00, 0.00, 0.00, 0.00, 0.00, 0.00, 0.00, 0.00, 0.00, 0.00, 0.00, 0.00, 0.00, 0.00, 0.00, 0.00, 0.01, 0.00, 0.00, 0.00, 0.00, 0.00, 0.00, 0.00, 0.00, 0.00, 0.00, 0.00, 0.00, 0.00, 0.00, 0.00, 0.00, 0.00, 0.00, 0.00, 0.00, 0.00, 0.00, 0.00, 0.00, 0.00, 0.00, 0.00, 0.00, 0.00, 0.00, 0.00, 0.00, 0.00, 0.00, 0.32, 0.00, 0.00, 0.00, 0.00, 0.00, 0.00, 0.00, 0.58, 0.00, 0.00, 0.00, 0.00, 0.00, 0.00, 0.00, 0.00, 0.00, 0.00, 0.00, 0.00, 0.00, 0.00, 0.00, 0.00, 0.02, 0.01, 0.00, 0.00, 0.00, 0.02, 0.00, 0.00, 0.00, 0.02, 0.00, 0.00, 0.00, 0.00, 0.00, 0.00, 0.00, 0.00, 0.00, 0.00, 0.00, 0.00, 0.00, 0.00, 0.00, 0.00, 0.00, 0.00]}


{"formula": "C4H10FN2", "method": "ωB97M-V/def2-TZVPD", "e_tot_ev": -9998.228, "largest_force_ev_per_a": 4.48, "total_charge": 1, "homo_ha": [-0.4311, -0.4622], "gap_ev": [6.07, 8.75], "symbols": ["N", "C", "H", "H", "H", "H", "C", "H", "C", "F", "H", "H", "H", "H", "N", "C", "H"], "positions_angstrom": [[1.69842, 0.84177, -0.55408], [-0.37536, 1.66715, 0.48296], [-1.38085, -3.07789, -0.79196], [-0.77221, -1.72328, 1.25607], [-1.45149, 1.79658, 0.37041], [-1.87661, -1.30436, -1.09774], [0.30832, 0.91859, -0.47325], [2.18343, 1.43102, 0.09914], [-1.05246, -2.09589, -0.97512], [0.99214, -2.09998, 0.18803], [2.08037, 0.67472, -1.47536], [-0.40802, 2.64270, 2.32386], [-0.52856, -2.22291, -1.93894], [0.99924, 1.68131, 2.00389], [0.12950, 2.02438, 1.64377], [-0.20798, -1.70996, 0.19926], [-0.33789, 0.55605, -1.26094]], "mulliken_charge": [-0.40, 0.14, 0.36, 0.30, 0.36, 0.28, -0.40, 0.17, -0.98, -0.20, 0.26, 0.26, 0.34, 0.21, -0.37, 0.21, 0.46]}


Copy entry 4 word for word.
{"formula": "C4H10FN2", "method": "ωB97M-V/def2-TZVPD", "e_tot_ev": -9998.228, "largest_force_ev_per_a": 4.48, "total_charge": 1, "homo_ha": [-0.4311, -0.4622], "gap_ev": [6.07, 8.75], "symbols": ["N", "C", "H", "H", "H", "H", "C", "H", "C", "F", "H", "H", "H", "H", "N", "C", "H"], "positions_angstrom": [[1.69842, 0.84177, -0.55408], [-0.37536, 1.66715, 0.48296], [-1.38085, -3.07789, -0.79196], [-0.77221, -1.72328, 1.25607], [-1.45149, 1.79658, 0.37041], [-1.87661, -1.30436, -1.09774], [0.30832, 0.91859, -0.47325], [2.18343, 1.43102, 0.09914], [-1.05246, -2.09589, -0.97512], [0.99214, -2.09998, 0.18803], [2.08037, 0.67472, -1.47536], [-0.40802, 2.64270, 2.32386], [-0.52856, -2.22291, -1.93894], [0.99924, 1.68131, 2.00389], [0.12950, 2.02438, 1.64377], [-0.20798, -1.70996, 0.19926], [-0.33789, 0.55605, -1.26094]], "mulliken_charge": [-0.40, 0.14, 0.36, 0.30, 0.36, 0.28, -0.40, 0.17, -0.98, -0.20, 0.26, 0.26, 0.34, 0.21, -0.37, 0.21, 0.46]}


> Number 1 is which compound?

C8H11F9O4S2